(1)
ORCA calculation (ωB97M-V/def2-TZVPD) on a 3-piece molecular cluster, CH9NO3 overall in a non-equilibrium geometry.

Computed properties:
* energy above the lowest of the compared OMol25 structures with the same formula, charge and spin: 18.0 kcal/mol
* LUMO: 0.618 eV
* highest occupied orbital energy: -9.890 eV
* SMILES string: NCO.O.O

Each line ends with the Mulliken charge.
Cartesian coordinates (Å):
N1 0.089 0.177 -1.208  -0.465
C1 -0.002 1.542 -0.745  -0.247
O1 1.399 1.988 -0.719  -0.575
H1 0.136 0.217 -2.211  0.208
H2 0.744 -0.368 -0.679  0.201
H3 -0.534 2.252 -1.369  0.346
H4 -0.319 1.515 0.293  0.206
H5 1.492 2.921 -0.939  0.292
O2 -1.196 -0.462 1.362  -0.605
H6 -1.494 -0.254 2.245  0.287
H7 -1.480 0.189 0.718  0.361
O3 0.006 -2.987 1.005  -0.642
H8 -0.055 -2.290 0.358  0.329
H9 -0.507 -2.742 1.775  0.303

***

(2)
ORCA calculation (ωB97M-V/def2-TZVPD) on a 4-piece molecular cluster, CH9NO4 overall in a non-equilibrium geometry.

Computed properties:
* energy above the lowest of the compared OMol25 structures with the same formula, charge and spin: 8.0 kcal/mol
* LUMO: 0.731 eV
* highest occupied orbital energy: -10.761 eV
* SMILES string: NC=O.O.O.O

Each line ends with the Mulliken charge.
Cartesian coordinates (Å):
N1 1.845 -0.716 0.667  -0.296
C1 2.194 0.203 -0.279  0.045
O1 1.461 1.003 -0.821  -0.616
H1 2.513 -1.466 0.756  0.252
H2 0.878 -1.013 0.857  0.289
H3 3.289 0.227 -0.438  0.336
O2 -0.800 1.401 -1.426  -0.770
H4 0.139 1.294 -1.148  0.524
H5 -0.902 2.256 -1.856  0.260
O3 -0.855 -1.417 1.267  -0.746
H6 -1.472 -0.689 1.064  0.406
H7 -0.733 -1.503 2.220  0.329
O4 -2.645 0.209 0.084  -0.772
H8 -2.896 -0.529 -0.481  0.324
H9 -2.016 0.741 -0.466  0.434

***

(3)
ORCA calculation (ωB97M-V/def2-TZVPD) on a 4-piece molecular cluster, CH9O4 overall.

Computed properties:
* energy above the lowest of the compared OMol25 structures with the same formula, charge and spin: 7.3 kcal/mol
* total charge: -1
* LUMO: 4.137 eV
* highest occupied orbital energy: -4.419 eV

Each line ends with the Mulliken charge.
Cartesian coordinates (Å):
C1 -0.618 -1.333 -1.458  -0.623
O1 -0.767 -0.793 -0.190  -0.563
H1 0.185 -2.076 -1.534  0.238
H2 -0.380 -0.565 -2.213  0.218
H3 -1.531 -1.859 -1.763  0.223
H4 1.488 0.585 0.840  0.405
H5 1.055 1.924 0.168  0.277
O2 1.391 1.570 0.992  -0.715
H6 -1.805 1.736 0.279  0.309
H7 -0.941 1.844 1.478  0.374
O3 -1.789 2.169 1.144  -0.688
H8 0.136 -0.891 0.304  0.481
H9 1.912 -1.224 1.441  0.194
O4 1.664 -1.086 0.513  -1.129

***

(4)
ORCA calculation (ωB97M-V/def2-TZVPD) on CHAg2Cl3F3V as an isolated structure in a non-equilibrium geometry.

Computed properties:
* total charge: +3
* LUMO (spin up / spin down): -12.846 / -15.979 eV
* highest occupied orbital energy (spin up / spin down): -22.076 / -22.111 eV
* spin multiplicity: 6

Each line ends with the Mulliken charge.
Cartesian coordinates (Å):
Ag1 1.251 0.652 -2.262  0.873
Ag2 -1.512 2.180 -2.775  1.067
V1 -2.610 1.364 -0.057  1.535
F1 0.552 2.851 -2.411  -0.274
F2 -2.089 3.130 -0.852  -0.641
F3 -0.717 0.693 -0.921  -0.550
C1 0.919 -2.119 1.784  0.199
Cl1 0.677 -2.037 3.503  0.232
Cl2 1.429 -3.770 1.508  0.277
Cl3 2.120 -0.995 1.213  0.000
H1 -0.020 -1.948 1.272  0.283

***

(5)
ORCA calculation (ωB97M-V/def2-TZVPD) on CHAgCl3F3V as an isolated structure in a non-equilibrium geometry.

Computed properties:
* energy above the lowest of the compared OMol25 structures with the same formula, charge and spin: 7.6 kcal/mol
* LUMO (spin up / spin down): -1.833 / -5.483 eV
* highest occupied orbital energy (spin up / spin down): -5.512 / -10.853 eV
* spin multiplicity: 6

Each line ends with the Mulliken charge.
Cartesian coordinates (Å):
Ag1 -14.115 20.729 2.470  0.776
V1 -13.574 21.297 5.634  0.567
F1 -15.478 20.891 4.432  -0.358
F2 -13.104 19.438 4.373  -0.405
F3 -13.109 22.370 3.860  -0.644
C1 -13.915 25.833 5.654  0.034
Cl1 -13.540 24.171 6.156  -0.024
Cl2 -12.702 26.484 4.550  -0.103
Cl3 -14.065 26.807 7.104  -0.118
H1 -14.912 25.792 5.217  0.277

***

(6)
ORCA calculation (ωB97M-V/def2-TZVPD) on CHBr2NO2 as an isolated structure in a non-equilibrium geometry.

Computed properties:
* energy above the lowest of the compared OMol25 structures with the same formula, charge and spin: 37.5 kcal/mol
* LUMO: -0.973 eV
* highest occupied orbital energy: -10.458 eV

Each line ends with the Mulliken charge.
Cartesian coordinates (Å):
C1 1.175 0.039 -0.086  -0.277
N1 1.184 -1.402 0.218  0.955
O1 1.328 -1.774 1.351  -0.525
O2 1.031 -2.092 -0.757  -0.527
Br1 1.822 0.237 -1.801  0.033
Br2 2.149 0.974 1.288  -0.018
H1 -0.156 0.704 -0.265  0.359

***

(7)
ORCA calculation (ωB97M-V/def2-TZVPD) on CHBr2O2S as an isolated structure in a non-equilibrium geometry.

Computed properties:
* energy above the lowest of the compared OMol25 structures with the same formula, charge and spin: 47.4 kcal/mol
* total charge: -1
* LUMO (spin up / spin down): 2.994 / 2.994 eV
* highest occupied orbital energy (spin up / spin down): -3.291 / -3.292 eV

Each line ends with the Mulliken charge.
Cartesian coordinates (Å):
C1 -0.924 -0.865 -0.515  -0.527
O1 2.703 0.503 -0.182  -0.434
O2 1.590 1.244 1.844  -0.471
S1 1.499 1.043 0.370  0.770
Br1 -1.752 0.840 -1.193  -0.298
Br2 -1.956 -1.326 1.065  -0.242
H1 -1.162 -1.440 -1.389  0.203

***

(8)
ORCA calculation (ωB97M-V/def2-TZVPD) on a 2-piece molecular cluster, CHBrClNO overall in a non-equilibrium geometry.

Computed properties:
* energy above the lowest of the compared OMol25 structures with the same formula, charge and spin: 74.1 kcal/mol
* LUMO: 0.002 eV
* highest occupied orbital energy: -9.976 eV
* SMILES string: [O-][N+]#CCl.Br

Each line ends with the Mulliken charge.
Cartesian coordinates (Å):
O1 3.228 -1.243 -1.496  -0.589
N1 2.975 -0.411 -0.694  0.506
C1 2.532 0.413 0.002  0.115
Cl1 2.760 1.751 0.922  -0.050
Br1 -0.486 0.904 -0.768  -0.186
H1 0.745 1.061 -1.509  0.204

***

(9)
ORCA calculation (ωB97M-V/def2-TZVPD) on CHBrClNO as an isolated structure in a non-equilibrium geometry.

Computed properties:
* energy above the lowest of the compared OMol25 structures with the same formula, charge and spin: 156.1 kcal/mol
* LUMO (spin up / spin down): -2.780 / -2.620 eV
* highest occupied orbital energy (spin up / spin down): -8.580 / -8.575 eV

Each line ends with the Mulliken charge.
Cartesian coordinates (Å):
C1 0.561 0.487 -0.944  0.004
N1 -1.241 -0.227 -0.028  0.230
O1 -1.054 -1.200 0.556  -0.116
Cl1 0.447 1.782 -1.907  0.035
Br1 -0.211 -1.185 2.731  -0.427
H1 1.499 0.344 -0.408  0.274

***

(10)
ORCA calculation (ωB97M-V/def2-TZVPD) on a 2-piece molecular cluster, CHBrClNO2 overall in a non-equilibrium geometry.

Computed properties:
* energy above the lowest of the compared OMol25 structures with the same formula, charge and spin: 50.3 kcal/mol
* LUMO (spin up / spin down): -3.334 / -3.412 eV
* highest occupied orbital energy (spin up / spin down): -10.745 / -10.595 eV

Each line ends with the Mulliken charge.
Cartesian coordinates (Å):
C1 -0.510 -0.051 0.118  -0.441
N1 0.794 -0.615 0.087  0.964
O1 0.899 -1.354 -0.887  -0.474
O2 1.567 -0.401 1.022  -0.482
Cl1 -0.388 2.148 -1.148  -0.269
Br1 -1.309 0.416 1.665  0.116
H1 -1.053 -0.142 -0.857  0.586

***

| no. | molar mass (g mol⁻¹) |
| --- | --- |
| 1 | 83.087 |
| 2 | 99.086 |
| 3 | 85.079 |
| 4 | 443.052 |
| 5 | 335.184 |
| 6 | 218.832 |
| 7 | 236.892 |
| 8 | 158.382 |
| 9 | 158.382 |
| 10 | 174.381 |